Record 1
Computed, not measured: a structure of composition C32H49Cl2InO2P in a non-equilibrium geometry, with the ωB97M-V functional and the def2-TZVPD basis.

```
87
Properties=species:S:1:pos:R:3:mulliken_charge:R:1
In -0.11 0.43 0.40 0.845
Cl 1.05 2.50 0.96 -0.581
P 1.97 -1.15 0.51 -0.535
C -1.99 1.20 0.90 -1.067
H -2.71 0.45 1.22 -0.004
H -1.98 2.12 1.49 0.471
C 2.13 -2.54 -0.73 0.212
C 2.21 -1.78 2.26 -0.250
C 1.11 -3.65 -0.45 0.342
H 1.83 -2.04 -1.67 0.812
C 1.12 -4.71 -1.56 -0.706
H 1.31 -4.12 0.52 0.160
H 0.10 -3.22 -0.40 -0.841
C 2.52 -5.25 -1.85 -0.817
H 0.44 -5.52 -1.27 0.439
H 0.70 -4.25 -2.47 0.353
C 3.55 -4.14 -2.05 -1.000
H 2.83 -5.90 -1.02 0.325
H 2.48 -5.89 -2.74 0.423
C 3.54 -3.11 -0.92 -0.296
H 4.56 -4.57 -2.14 0.392
H 3.34 -3.62 -3.00 0.385
H 3.88 -3.58 0.01 0.076
H 4.26 -2.31 -1.15 0.089
C 3.36 0.07 0.14 0.435
C 3.24 -2.89 2.46 -0.693
H 2.56 -0.87 2.78 0.832
C 3.46 -3.13 3.96 -0.957
H 2.87 -3.82 1.99 0.283
H 4.20 -2.65 1.98 0.186
C 2.17 -3.43 4.72 -0.710
H 4.18 -3.95 4.09 0.389
H 3.93 -2.23 4.38 0.364
C 1.04 -2.44 4.40 -0.932
H 1.83 -4.45 4.47 0.309
H 2.37 -3.42 5.80 0.424
C 0.87 -2.21 2.89 -0.326
H 0.09 -2.80 4.82 0.432
H 1.26 -1.48 4.88 0.358
H 0.52 -3.13 2.41 0.225
H 0.09 -1.46 2.72 0.176
C 3.45 0.39 -1.37 0.036
H 2.97 0.97 0.63 0.312
C 4.45 1.52 -1.63 -0.843
H 3.77 -0.51 -1.93 0.301
H 2.47 0.67 -1.76 -0.603
C 5.82 1.27 -0.97 -0.694
H 4.58 1.65 -2.71 0.396
H 4.03 2.46 -1.24 0.355
C 5.71 0.88 0.50 -1.014
H 6.33 0.46 -1.52 0.296
H 6.45 2.16 -1.08 0.364
C 4.72 -0.26 0.76 -0.416
H 6.70 0.59 0.88 0.403
H 5.39 1.76 1.08 0.394
H 5.12 -1.19 0.33 0.176
H 4.62 -0.42 1.84 0.236
C -1.32 0.65 -1.54 -0.112
C -2.19 1.46 -0.71 0.470
H -1.64 -0.40 -1.64 -0.126
C -2.10 2.99 -0.94 -0.740
H -3.23 1.14 -0.87 0.424
C -1.99 3.34 -2.42 -0.992
H -2.98 3.46 -0.49 0.354
H -1.22 3.38 -0.40 0.205
C -0.76 2.67 -3.06 -0.614
H -2.90 3.00 -2.93 0.341
H -1.94 4.43 -2.54 0.428
C -0.75 1.15 -2.86 -0.740
H -0.76 2.87 -4.14 0.363
H 0.15 3.12 -2.65 0.223
H -1.34 0.70 -3.67 0.435
H 0.27 0.76 -3.01 0.073
Cl -8.21 -1.38 0.72 -0.251
C -6.51 -1.56 0.55 0.432
C -5.96 -1.79 -0.72 -0.759
C -4.58 -1.97 -0.85 -0.263
C -3.75 -1.92 0.28 0.456
C -4.30 -1.65 1.54 -0.043
C -5.68 -1.47 1.68 -0.744
C -2.25 -2.12 0.10 0.207
O -1.87 -2.61 -0.99 -0.849
O -1.50 -1.70 1.06 -0.439
H -6.60 -1.84 -1.59 0.371
H -4.13 -2.15 -1.83 0.431
H -3.64 -1.57 2.40 0.354
H -6.12 -1.26 2.65 0.381
```

Values from the calculation:
* charge: -1
* calculated total energy: -77585.486 eV
* Kohn-Sham gap: 6.078 eV
* molar mass: 682.4 g/mol
* highest occupied orbital energy: -3.67 eV



Record 2
Computed, not measured: a structure of composition C32H49ClNO3PSTl in a non-equilibrium geometry, with the ωB97M-V functional and the def2-TZVPD basis.

```
89
Properties=species:S:1:pos:R:3:mulliken_charge:R:1
Tl 1.41 0.04 -0.15 2.147
Cl 2.62 0.59 -2.14 -0.509
P -0.85 0.21 -1.02 -1.808
C 4.30 -1.34 -0.27 -1.113
H 3.66 -2.18 0.03 0.207
H 4.99 -1.49 -1.10 0.226
C -2.05 0.68 0.28 0.644
C -1.16 -1.41 -1.81 -0.135
C -2.33 -0.42 1.32 -0.403
H -1.55 1.50 0.82 0.825
C -3.24 0.13 2.44 -0.709
H -2.83 -1.27 0.82 0.188
H -1.40 -0.82 1.75 -0.294
C -4.54 0.72 1.88 -0.810
H -3.45 -0.67 3.15 0.430
H -2.69 0.91 2.98 0.368
C -4.25 1.77 0.81 -1.041
H -5.14 -0.09 1.44 0.318
H -5.14 1.15 2.69 0.423
C -3.36 1.20 -0.30 -0.405
H -5.18 2.15 0.38 0.415
H -3.74 2.63 1.27 0.375
H -3.89 0.36 -0.78 0.149
H -3.19 1.96 -1.07 -0.086
C -0.89 1.54 -2.31 -0.170
C -2.63 -1.69 -2.13 -0.856
H -0.62 -1.29 -2.77 0.661
C -2.73 -2.91 -3.06 -0.974
H -3.18 -1.91 -1.20 0.243
H -3.13 -0.83 -2.59 0.393
C -2.10 -4.14 -2.41 -0.688
H -3.78 -3.10 -3.31 0.389
H -2.21 -2.69 -4.00 0.380
C -0.65 -3.87 -1.98 -1.140
H -2.69 -4.42 -1.52 0.317
H -2.13 -5.00 -3.09 0.437
C -0.55 -2.62 -1.09 0.270
H -0.23 -4.74 -1.45 0.407
H -0.03 -3.71 -2.87 0.380
H -1.10 -2.80 -0.15 0.129
H 0.50 -2.44 -0.82 -0.075
C -0.96 3.01 -1.87 0.069
H 0.09 1.41 -2.81 1.047
C -0.80 3.92 -3.10 -1.010
H -1.94 3.22 -1.40 0.167
H -0.20 3.25 -1.13 -0.054
C -1.84 3.62 -4.17 -0.727
H -0.86 4.97 -2.79 0.460
H 0.21 3.76 -3.51 0.342
C -1.82 2.13 -4.56 -1.133
H -2.84 3.88 -3.79 0.326
H -1.67 4.24 -5.06 0.399
C -1.98 1.24 -3.33 -0.246
H -2.62 1.92 -5.28 0.424
H -0.87 1.90 -5.05 0.371
H -2.97 1.42 -2.89 0.091
H -1.94 0.19 -3.64 0.152
C 1.13 1.96 0.69 -0.751
C 4.22 -0.15 0.36 0.424
H 0.16 2.45 0.58 0.488
C 5.03 1.06 0.02 -0.663
H 3.51 -0.02 1.19 0.400
C 4.74 2.26 0.94 -1.091
H 6.11 0.80 0.07 0.447
H 4.82 1.34 -1.02 0.159
C 3.41 2.95 0.61 -0.558
H 4.76 1.92 1.98 0.362
H 5.56 2.98 0.82 0.420
C 2.21 2.45 1.44 -0.798
H 3.51 4.02 0.83 0.372
H 3.19 2.86 -0.46 0.344
H 2.54 1.71 2.19 0.019
H 1.76 3.28 1.99 0.560
O 1.03 0.54 3.18 -0.745
C 1.41 -0.62 2.98 0.646
N 1.43 -1.22 1.72 0.085
S 1.64 -2.93 1.83 0.016
O 1.93 -3.63 0.54 -0.628
O 3.21 -2.74 2.21 -0.479
C 2.17 -2.80 3.66 1.038
C 2.71 -3.76 4.52 -0.888
C 3.09 -3.33 5.78 -0.287
C 2.88 -2.00 6.19 -0.713
C 2.28 -1.09 5.34 -0.448
C 1.90 -1.50 4.06 -0.417
H 2.89 -4.77 4.17 0.372
H 3.59 -4.03 6.46 0.365
H 3.21 -1.69 7.19 0.329
H 2.14 -0.05 5.64 0.431
```

Values from the calculation:
* charge: -1
* calculated total energy: -78946.467 eV
* Kohn-Sham gap (spin up / spin down): 6.024 / 4.612 eV
* molar mass: 798.6 g/mol
* highest occupied orbital energy (spin up / spin down): -3.81 / -2.41 eV



Record 3
Computed, not measured: a structure of composition C32H49GeN3O4S2Si3W, with the ωB97M-V functional and the def2-TZVPD basis.

```
95
Properties=species:S:1:pos:R:3:mulliken_spin:R:1
W -0.38 0.40 -0.04 0.770
C -2.84 1.59 -3.12 0.006
N -1.74 2.22 -2.42 0.016
C -2.13 3.42 -1.71 -0.009
C -2.94 3.13 -0.46 0.004
N -2.25 2.45 0.66 0.040
C -3.32 2.01 1.57 0.000
C -1.31 3.35 1.33 0.033
C -1.73 4.19 2.36 -0.002
C -0.84 5.03 3.01 -0.003
C 0.49 5.04 2.63 0.001
C 0.92 4.23 1.60 0.003
C 0.03 3.38 0.96 0.000
S 0.66 2.41 -0.39 -0.057
C -0.64 2.44 -3.31 0.009
C -0.64 3.50 -4.21 -0.001
C 0.43 3.71 -5.07 0.001
C 1.51 2.85 -5.04 0.001
C 1.53 1.79 -4.14 0.011
C 0.46 1.58 -3.28 0.002
S 0.51 0.15 -2.23 -0.005
H -3.28 2.25 -3.89 0.002
H -3.64 1.31 -2.42 0.000
H -2.48 0.68 -3.62 0.001
H -2.76 4.08 -2.34 0.002
H -1.24 3.99 -1.45 0.000
H -3.81 2.52 -0.72 -0.001
H -3.33 4.09 -0.09 -0.001
H -4.04 2.81 1.77 0.000
H -2.90 1.70 2.53 0.001
H -3.87 1.19 1.12 -0.001
H -2.77 4.20 2.66 0.000
H -1.19 5.66 3.81 0.000
H 1.20 5.69 3.14 0.000
H 1.96 4.23 1.29 0.001
H -1.50 4.17 -4.24 0.000
H 0.41 4.54 -5.76 0.000
H 2.35 3.01 -5.70 0.000
H 2.37 1.11 -4.10 0.000
O -3.92 -1.72 -1.08 0.009
C -2.94 -1.12 -0.47 0.012
O -2.05 -0.50 -1.05 0.028
C -2.88 -1.19 1.00 0.008
C -3.80 -1.72 1.87 0.007
C -3.56 -1.56 3.24 0.000
C -2.43 -0.87 3.66 0.005
C -1.56 -0.37 2.70 0.022
N -1.77 -0.55 1.40 -0.038
C -0.33 0.48 2.95 -0.007
O -0.04 0.88 4.05 0.019
O 0.32 0.67 1.84 0.047
H -3.83 -1.60 -2.05 0.000
H -4.68 -2.23 1.50 0.000
H -4.25 -1.97 3.96 0.000
H -2.21 -0.69 4.70 0.000
C -0.35 -4.25 -1.52 0.000
Si 1.23 -3.24 -1.73 0.002
C 2.72 -4.37 -1.52 -0.002
C 1.33 -2.69 -3.51 0.003
Ge 1.32 -1.68 0.12 0.032
Si 0.99 -3.08 2.05 0.012
C -0.73 -3.82 2.19 -0.003
C 1.39 -2.19 3.66 0.002
C 2.15 -4.55 1.93 -0.003
Si 3.46 -0.61 0.36 0.018
C 3.96 0.16 -1.27 -0.001
C 3.50 0.69 1.69 0.004
C 4.68 -1.95 0.83 -0.001
H -0.59 -4.78 -2.45 0.001
H -1.20 -3.62 -1.26 0.000
H -0.23 -5.00 -0.73 -0.001
H 2.65 -5.21 -2.21 -0.001
H 2.84 -4.76 -0.51 0.000
H 3.63 -3.82 -1.78 0.000
H 1.52 -3.59 -4.11 0.001
H 2.14 -1.99 -3.69 0.000
H 0.40 -2.23 -3.87 0.000
H -1.52 -3.07 2.21 0.001
H -0.80 -4.38 3.13 0.000
H -0.94 -4.51 1.38 0.000
H 0.51 -1.74 4.12 0.000
H 2.13 -1.40 3.54 -0.001
H 1.78 -2.92 4.37 0.000
H 1.79 -5.28 1.19 0.000
H 2.16 -5.04 2.90 0.000
H 3.17 -4.28 1.68 0.000
H 3.23 0.92 -1.58 0.002
H 4.02 -0.59 -2.07 0.000
H 4.93 0.64 -1.17 0.000
H 2.77 1.48 1.52 -0.002
H 4.50 1.13 1.71 0.000
H 3.30 0.27 2.68 0.000
H 4.66 -2.80 0.14 0.000
H 4.47 -2.33 1.83 0.000
H 5.70 -1.55 0.84 0.000
```

Values from the calculation:
* charge: +1
* 2S+1: 2
* calculated total energy: -150283.645 eV
* Kohn-Sham gap (spin up / spin down): 5.431 / 5.649 eV
* molar mass: 944.6 g/mol
* highest occupied orbital energy (spin up / spin down): -10.15 / -10.33 eV



Record 4
Computed, not measured: a structure of composition C32H50Cl2FMnN4OSeSi3 in a non-equilibrium geometry, with the ωB97M-V functional and the def2-TZVPD basis.

```
95
Properties=species:S:1:pos:R:3:mulliken_spin:R:1
Mn -2.79 1.59 1.55 4.748
C 2.71 -3.68 5.10 0.000
Si 3.96 -2.87 3.92 0.001
C 3.39 -1.09 3.83 0.000
C 5.67 -2.97 4.53 0.000
N 3.86 -3.60 2.37 0.000
C 4.23 -4.32 1.39 0.000
C 4.99 -5.56 1.52 0.000
C 5.28 -6.38 0.42 0.000
C 4.92 -5.94 -0.87 0.000
C 4.09 -4.84 -1.10 0.000
C 3.61 -4.18 0.05 0.000
F 2.47 -3.48 -0.02 0.000
H 2.93 -3.47 6.16 0.000
H 2.61 -4.77 5.03 0.000
H 1.67 -3.37 4.90 0.000
H 2.71 -0.91 4.66 0.000
H 2.93 -0.95 2.87 0.001
H 4.30 -0.47 3.93 -0.001
H 5.92 -2.65 5.60 0.000
H 6.48 -2.46 3.94 0.000
H 5.93 -4.03 4.39 0.000
H 5.18 -5.88 2.59 0.000
H 5.82 -7.31 0.53 0.000
H 5.45 -6.42 -1.73 0.000
H 3.65 -4.68 -2.07 0.000
Cl 1.87 0.01 -0.41 0.000
C 2.98 0.98 -1.34 0.000
Cl 2.11 2.56 -1.44 0.000
H 3.15 0.48 -2.35 0.000
H 3.96 0.98 -0.78 0.000
C 1.43 -0.99 -7.27 0.000
C 0.01 -1.00 -6.76 0.000
C -0.70 -0.27 -7.89 0.000
O 0.22 0.63 -8.53 0.000
C 1.54 0.37 -7.96 0.000
H 1.51 -1.66 -8.13 0.000
H 2.22 -1.16 -6.55 0.000
H -0.06 -0.37 -5.91 0.000
H -0.38 -2.00 -6.70 0.000
H -1.57 0.35 -7.59 0.000
H -1.13 -0.94 -8.66 0.000
H 1.71 1.20 -7.24 0.000
H 2.31 0.36 -8.83 0.000
C -4.09 4.77 -1.81 0.004
Si -2.99 3.68 -0.86 -0.006
C -1.66 2.86 -1.88 0.019
C -2.16 4.64 0.57 0.025
N -3.84 2.45 0.15 0.018
C -5.12 1.94 -0.24 0.040
C -6.29 2.28 0.53 -0.032
C -7.51 1.86 0.15 0.003
C -7.71 1.05 -0.97 0.006
C -6.58 0.66 -1.68 -0.001
C -5.33 1.09 -1.30 -0.036
H -4.49 5.69 -1.30 0.000
H -4.92 4.21 -2.32 -0.001
H -3.39 5.19 -2.62 0.000
H -0.88 2.50 -1.24 0.004
H -1.29 3.50 -2.71 0.000
H -2.07 2.03 -2.50 -0.002
H -2.91 4.62 1.33 -0.004
H -2.08 5.77 0.31 0.002
H -1.19 4.36 1.03 0.003
H -6.12 2.76 1.47 0.006
H -8.33 2.01 0.84 0.000
H -8.68 0.67 -1.26 0.001
H -6.67 -0.08 -2.50 0.000
H -4.46 0.79 -1.88 0.004
C -2.96 -1.81 2.10 0.012
Si -1.75 -0.70 1.18 -0.125
C -0.14 -0.83 2.17 0.002
C -1.49 -1.36 -0.55 -0.008
H -3.39 -1.23 3.01 -0.002
H -2.34 -2.64 2.42 -0.003
H -3.81 -2.15 1.44 0.005
H 0.41 -1.74 1.80 -0.003
H -0.31 -1.06 3.25 0.011
H 0.57 0.00 2.24 -0.007
H -1.44 -0.47 -1.28 0.002
H -2.25 -2.01 -0.94 0.002
H -0.57 -1.99 -0.40 -0.006
Se -2.40 2.48 5.00 0.088
N -1.81 2.41 3.28 -0.067
C -0.51 2.82 3.17 -0.006
C 0.44 2.63 2.12 -0.073
C 1.78 3.05 2.31 0.121
C 2.09 3.85 3.43 -0.073
C 1.16 4.21 4.41 0.122
C -0.06 3.53 4.39 -0.036
N -0.83 3.27 5.43 0.225
H 0.13 2.16 1.13 0.010
H 2.51 2.75 1.55 0.015
H 3.11 4.02 3.49 -0.005
H 1.48 4.71 5.34 0.001
```

Values from the calculation:
* charge: -1
* 2S+1: 6
* calculated total energy: -190063.584 eV
* Kohn-Sham gap (spin up / spin down): 2.499 / 2.995 eV
* molar mass: 814.8 g/mol
* highest occupied orbital energy (spin up / spin down): -2.71 / -2.71 eV



Record 5
Computed, not measured: a cluster of 6 separate species, C32H50N6O in total in a non-equilibrium geometry, with the ωB97M-V functional and the def2-TZVPD basis.

```
89
Properties=species:S:1:pos:R:3:mulliken_charge:R:1
C 1.73 0.64 3.79 -1.313
C 0.31 0.18 3.53 1.020
C 0.04 -1.07 3.02 -0.881
C -1.24 -1.48 2.76 -0.775
C -2.31 -0.64 3.02 0.982
C -3.71 -1.17 2.66 -1.048
C -4.84 -0.77 3.61 0.328
C -5.28 0.73 3.66 -0.692
C -6.75 0.84 3.15 -0.548
C -7.19 -0.62 2.97 0.167
O -8.35 -0.99 2.83 -0.679
N -6.06 -1.36 2.95 -0.126
C -2.02 0.60 3.53 0.156
C -0.74 1.01 3.80 -1.102
H 1.98 1.36 2.99 0.153
H 2.45 -0.17 3.71 0.361
H 1.79 1.18 4.73 0.380
H 0.89 -1.71 2.79 0.289
H -1.37 -2.47 2.33 0.322
H -3.95 -0.94 1.62 0.306
H -3.63 -2.26 2.71 0.349
H -4.85 -1.32 4.56 0.281
H -5.09 1.02 4.69 0.418
H -4.66 1.24 2.92 0.151
H -6.70 1.39 2.21 0.272
H -7.34 1.39 3.89 0.280
H -6.17 -2.37 3.03 0.306
H -2.81 1.31 3.74 0.212
H -0.58 2.00 4.22 0.386
C 3.88 -1.24 -0.36 -0.965
C 4.56 0.00 -0.93 -0.292
C 4.68 1.13 0.08 -0.450
C 3.37 1.63 0.52 0.267
N 2.35 2.01 0.87 -0.549
H 2.86 -1.03 -0.05 0.413
H 3.84 -2.03 -1.11 0.080
H 4.43 -1.62 0.50 0.299
H 4.00 0.34 -1.81 0.251
H 5.55 -0.27 -1.27 0.327
H 5.23 1.96 -0.36 0.330
H 5.25 0.80 0.95 0.343
C -11.54 -1.78 2.75 -0.835
C -12.31 -0.78 3.61 -0.378
C -13.83 -0.89 3.46 -0.447
C -14.27 -0.57 2.10 0.258
N -14.62 -0.33 1.03 -0.420
H -11.73 -1.62 1.69 0.335
H -10.47 -1.68 2.92 0.099
H -11.83 -2.81 3.00 0.300
H -11.98 0.23 3.37 0.285
H -12.05 -0.95 4.66 0.294
H -14.31 -0.20 4.15 0.286
H -14.16 -1.90 3.72 0.277
C 4.57 -5.33 -3.53 -1.048
C 5.66 -4.89 -4.51 -0.285
C 6.91 -4.35 -3.81 -0.502
C 6.64 -3.14 -3.04 0.260
N 6.42 -2.18 -2.45 -0.468
H 4.23 -4.49 -2.92 0.195
H 3.71 -5.72 -4.06 0.348
H 4.94 -6.10 -2.86 0.307
H 5.25 -4.13 -5.18 0.179
H 5.94 -5.74 -5.13 0.361
H 7.67 -4.13 -4.57 0.260
H 7.33 -5.12 -3.15 0.347
C 6.11 0.53 -7.74 -1.204
C 5.81 -0.07 -6.37 -0.418
C 7.05 -0.63 -5.67 0.214
C 7.65 -1.75 -6.40 0.261
N 8.12 -2.63 -6.97 -0.501
H 6.51 -0.22 -8.42 0.332
H 5.21 0.93 -8.18 0.352
H 6.84 1.34 -7.66 0.313
H 5.06 -0.86 -6.48 0.261
H 5.37 0.70 -5.73 0.342
H 6.78 -0.97 -4.67 -0.291
H 7.79 0.16 -5.54 0.347
C 2.74 5.19 0.23 -0.954
C 3.01 6.68 0.13 -0.508
C 3.88 7.05 -1.08 -0.451
C 5.21 6.46 -0.99 0.271
N 6.26 5.98 -0.92 -0.435
H 3.66 4.63 0.37 0.182
H 2.09 4.97 1.09 0.341
H 2.24 4.81 -0.66 0.320
H 3.48 7.03 1.05 0.309
H 2.05 7.21 0.04 0.327
H 3.97 8.13 -1.14 0.300
H 3.40 6.71 -2.00 0.272
```

Values from the calculation:
* charge: 0
* calculated total energy: -44982.800 eV
* SMILES: Cc1ccc(C[C@H]2CCC(=O)N2)cc1.CCCC#N.CCCC#N.CCCC#N.CCCC#N.CCCC#N
* Kohn-Sham gap: 9.382 eV
* molar mass: 534.8 g/mol
* highest occupied orbital energy: -8.83 eV



Question: What is the calculated total energy in the fifth record?
Answer: -44982.800 eV



Question: Among the records above, which one has the highest molar mass?
Answer: C32H49GeN3O4S2Si3W